# 1
This record from OMol25 describes the molecule C4H5NO2 in a non-equilibrium geometry. The level of theory is ωB97M-V with the def2-TZVPD basis set.

Last column: natural (NBO) charge in e.
Positions of all 12 atoms, in Å:
O 2.541 0.099 -0.045  -0.593
N 1.696 -1.027 -0.073  -0.188
C 0.484 -0.544 -0.162  0.491
C -0.084 0.909 -0.098  -0.515
C -1.533 0.544 -0.046  -0.293
C -1.679 -0.806 0.023  0.115
O -0.481 -1.435 -0.149  -0.453
H 3.454 -0.298 0.387  0.479
H 0.090 1.258 0.919  0.251
H 0.301 1.562 -0.888  0.252
H -2.270 1.305 -0.159  0.227
H -2.518 -1.568 0.291  0.229

Forces on the atoms, in the same order (eV/Å):
O 4.10 -1.36 1.68
N -2.30 1.62 -0.21
C 3.38 0.58 0.52
C 0.29 -2.21 0.20
C -0.78 -1.45 -0.71
C -1.51 0.61 0.38
O -1.02 -1.82 0.20
H -3.55 1.51 -1.78
H 0.84 0.54 -0.17
H -0.21 -0.05 0.34
H -0.70 0.05 0.44
H 1.47 1.97 -0.88

## Properties
ΔE to the lowest compared entry with this formula, charge and spin (eV): 3.5993
LUMO level (hartree): 0.0332
2S+1: 1
Charge: 0
SMILES string: O/N=C1\CC=CO1


# 2
This record from OMol25 describes C23H28CaN7O4S2 as an isolated structure in a non-equilibrium geometry. The level of theory is ωB97M-V with the def2-TZVPD basis set.

Last column: natural (NBO) charge in e.
Positions of all 65 atoms, in Å:
Ca 15.688 9.077 11.412  1.780
N 24.252 8.158 11.260  -0.795
C 22.869 8.024 11.577  0.217
C 22.289 9.047 12.341  -0.269
C 20.965 8.986 12.677  -0.142
C 20.110 8.023 12.173  -0.387
C 20.694 6.962 11.408  -0.129
C 22.049 6.957 11.187  -0.276
S 18.352 8.041 12.507  2.307
O 17.731 7.651 11.210  -1.068
O 18.007 7.116 13.572  -0.977
N 17.855 9.470 12.821  -1.062
C 17.123 9.732 13.972  0.573
N 15.826 10.084 13.776  -0.627
C 15.070 10.355 14.799  0.091
C 15.528 10.441 16.051  -0.323
C 16.916 10.083 16.187  0.130
N 17.677 9.642 15.182  -0.451
H 24.793 8.862 11.759  0.388
H 24.748 7.310 11.174  0.381
H 22.984 9.701 12.853  0.215
H 20.541 9.744 13.288  0.231
H 20.050 6.188 11.017  0.234
H 22.601 6.219 10.551  0.224
H 14.048 10.626 14.580  0.199
H 14.949 10.700 16.876  0.236
H 17.517 10.172 17.060  0.211
C 13.240 5.375 12.585  -0.711
C 14.416 6.225 12.474  0.711
N 15.577 5.680 12.823  -0.757
O 14.305 7.440 12.113  -0.823
H 12.753 5.314 11.644  0.251
H 12.590 5.802 13.311  0.251
H 13.387 4.316 12.909  0.236
H 15.756 4.816 13.235  0.412
H 16.486 6.195 12.787  0.443
C 10.496 14.813 9.975  -0.618
C 11.140 13.399 9.802  -0.403
C 12.640 13.462 9.547  -0.212
N 13.244 12.140 9.182  -0.551
C 14.320 11.531 9.697  0.348
S 15.220 10.304 8.875  -0.326
N 14.801 11.884 10.920  -0.761
C 14.082 12.164 12.169  0.710
O 14.563 12.810 12.988  -0.501
C 12.720 11.509 12.314  -0.185
C 11.818 12.222 13.119  -0.182
C 10.651 11.650 13.493  -0.206
C 10.243 10.444 12.890  -0.178
C 11.123 9.757 12.028  -0.194
C 12.358 10.311 11.699  -0.204
H 11.182 15.651 9.982  0.214
H 9.855 14.857 10.863  0.223
H 9.928 14.981 9.109  0.222
H 10.729 12.870 8.852  0.196
H 10.848 12.851 10.670  0.219
H 13.168 13.811 10.464  0.209
H 12.788 14.135 8.748  0.218
H 12.851 11.741 8.292  0.433
H 15.798 12.121 10.949  0.448
H 12.058 13.185 13.527  0.241
H 10.010 12.186 14.266  0.240
H 9.270 9.976 13.211  0.238
H 10.946 8.732 11.700  0.230
H 12.948 9.760 11.009  0.206

Forces on the atoms, in the same order (eV/Å):
Ca 0.92 0.06 0.30
N -1.69 0.27 0.25
C 0.90 1.21 0.74
C 0.96 -1.03 0.32
C -0.90 0.38 -0.22
C 0.50 -1.08 -0.66
C -1.06 0.89 0.82
C 1.77 -0.34 -1.52
S 0.80 -1.14 -0.62
O -0.32 0.27 0.29
O 0.16 -0.33 -0.05
N -0.99 1.20 -0.05
C -0.32 -0.34 0.20
N 1.60 -1.02 -2.40
C -1.65 0.88 -0.21
C 3.69 -1.08 0.90
C -0.82 0.02 -1.01
N -0.49 0.87 -0.12
H -0.59 -0.31 -0.12
H 0.53 -0.92 -0.23
H -0.32 0.51 -0.19
H -0.25 0.63 0.58
H 0.10 -0.11 -0.06
H -1.10 0.24 0.65
H -0.30 -0.13 -0.07
H -0.84 0.49 1.16
H -0.30 0.02 1.15
C -0.49 -1.90 0.59
C 1.41 0.59 0.44
N 1.51 2.60 -0.94
O 0.37 -1.31 0.03
H -0.62 0.21 -0.85
H -0.77 0.53 0.42
H 0.44 0.93 -0.23
H -0.75 -1.81 0.52
H -1.05 0.08 0.04
C 0.62 -0.85 0.26
C -0.55 0.12 -1.92
C 0.28 -1.18 2.40
N -0.39 -0.28 -0.89
C -0.25 -0.62 -1.88
S -0.88 0.66 0.22
N 0.23 0.68 2.04
C -2.43 -2.64 -4.16
O 2.15 2.62 3.13
C 0.54 0.84 -0.81
C 1.32 -0.34 0.07
C -2.52 -0.14 0.51
C -0.24 -0.95 0.73
C -0.39 0.21 0.58
C -0.89 0.63 1.26
H 0.51 -0.03 0.35
H 0.18 0.02 -0.27
H -1.21 0.40 -1.00
H 0.20 0.83 1.69
H 0.22 -0.90 0.40
H -0.24 0.01 -0.80
H 0.57 0.75 -0.94
H 0.89 0.34 1.33
H -0.46 -0.18 0.08
H 0.50 0.19 0.08
H 0.70 -0.89 -1.31
H 1.21 0.53 -0.53
H -0.44 0.42 -0.12
H 0.76 -0.26 -0.39

## Properties
LUMO level (hartree): -0.1074
2S+1: 1
Charge: +1


# 3
This record from OMol25 describes C36H35N2PS3Ta as an isolated structure in a non-equilibrium geometry. The level of theory is ωB97M-V with the def2-TZVPD basis set.

Last column: Löwdin charge in e.
Positions of all 78 atoms, in Å:
Ta -0.992 0.177 0.098  1.620
C -3.803 2.657 1.101  -0.468
C -2.864 3.176 2.174  -0.431
S -1.137 2.604 1.991  0.904
C -0.717 2.089 3.680  -0.466
C -1.449 0.865 4.193  -0.437
S -1.526 -0.500 2.975  0.848
C -3.297 -0.909 2.934  -0.469
C -4.229 0.189 2.463  -0.449
S -3.814 0.857 0.811  0.879
H -4.828 2.939 1.348  0.111
H -3.568 3.076 0.124  0.068
H -2.839 4.263 2.102  0.106
H -3.195 2.913 3.177  0.082
H 0.358 1.911 3.628  0.083
H -0.888 2.943 4.336  0.110
H -0.919 0.461 5.055  0.101
H -2.470 1.088 4.498  0.086
H -3.353 -1.779 2.276  0.089
H -3.572 -1.227 3.940  0.111
H -5.231 -0.233 2.379  0.106
H -4.275 1.029 3.153  0.080
C 6.057 0.942 1.319  -0.026
C 4.992 0.935 2.211  -0.047
C 3.707 0.699 1.754  -0.092
C 3.498 0.471 0.396  -0.363
C 4.565 0.447 -0.503  -0.066
C 5.844 0.699 -0.031  -0.033
P 1.831 0.352 -0.298  1.063
C 1.942 -0.405 -1.942  -0.401
C 1.867 0.362 -3.105  -0.072
C 1.961 -0.257 -4.341  -0.041
C 2.115 -1.635 -4.423  -0.036
C 2.195 -2.400 -3.266  -0.050
C 2.105 -1.790 -2.026  -0.106
C 1.255 2.041 -0.617  -0.438
C 2.018 3.190 -0.791  -0.031
C 1.369 4.372 -1.120  -0.012
C -0.014 4.403 -1.286  -0.023
C -0.773 3.256 -1.093  -0.153
C -0.134 2.074 -0.737  -0.418
H 7.061 1.128 1.677  0.127
H 5.170 1.105 3.265  0.121
H 2.880 0.689 2.455  0.096
H 4.402 0.240 -1.553  0.112
H 6.673 0.693 -0.725  0.126
H 1.754 1.437 -3.053  0.112
H 1.924 0.341 -5.242  0.123
H 2.175 -2.114 -5.392  0.125
H 2.333 -3.471 -3.333  0.123
H 2.178 -2.387 -1.123  0.111
H 3.096 3.160 -0.686  0.127
H 1.947 5.276 -1.259  0.130
H -0.507 5.329 -1.554  0.129
H -1.850 3.307 -1.218  0.092
C -0.501 -5.345 2.533  -0.025
C 0.037 -4.087 2.770  -0.054
C -0.065 -3.094 1.815  -0.106
C -0.720 -3.359 0.611  -0.271
C -1.243 -4.639 0.362  0.003
C -1.127 -5.623 1.321  -0.030
N -0.855 -2.324 -0.338  -0.024
N -1.122 -2.645 -1.507  0.105
C -1.419 -1.667 -2.423  -0.307
C -1.634 -2.077 -3.737  0.032
C -1.999 -1.142 -4.695  -0.007
C -2.120 0.195 -4.346  -0.017
C -1.881 0.605 -3.036  -0.090
C -1.541 -0.313 -2.053  -0.208
H -0.431 -6.115 3.290  0.127
H 0.552 -3.889 3.701  0.121
H 0.407 -2.132 1.974  0.052
H -1.741 -4.820 -0.578  0.117
H -1.530 -6.607 1.128  0.127
H -1.519 -3.124 -3.984  0.136
H -2.199 -1.459 -5.710  0.132
H -2.410 0.925 -5.091  0.129
H -1.966 1.658 -2.799  0.087

Forces on the atoms, in the same order (eV/Å):
Ta 0.45 0.88 -1.03
C 0.06 -0.19 -0.01
C 0.25 -0.20 -0.05
S 0.09 -0.27 -0.21
C -0.07 -0.06 -0.31
C -0.08 -0.02 -0.26
S 0.08 -0.13 -0.59
C 0.25 0.01 -0.06
C 0.10 0.00 -0.15
S 0.74 -0.29 -0.36
H -0.03 -0.01 -0.09
H -0.07 0.05 0.01
H -0.02 0.01 0.08
H -0.05 0.02 -0.01
H 0.02 0.05 0.07
H 0.09 0.00 0.04
H -0.07 -0.01 0.05
H 0.00 0.01 0.00
H -0.02 -0.07 0.07
H -0.05 -0.07 -0.02
H -0.04 0.09 -0.02
H 0.01 -0.02 0.03
C 0.00 -0.01 -0.06
C 0.01 0.00 0.07
C 0.00 0.03 0.01
C -0.46 -0.37 0.22
C -0.07 -0.01 0.03
C 0.03 -0.02 -0.03
P -0.80 0.58 -0.57
C -0.10 -0.13 0.23
C 0.01 0.02 0.07
C -0.01 0.01 -0.05
C -0.03 0.02 0.00
C 0.00 -0.10 0.01
C 0.04 0.05 0.11
C 0.08 -0.36 0.13
C -0.02 0.16 -0.04
C 0.21 -0.02 0.02
C -0.17 -0.14 0.02
C -0.05 0.20 -0.08
C -0.68 -1.71 0.36
H -0.01 0.00 0.02
H -0.01 0.01 0.00
H -0.03 0.00 -0.01
H 0.03 0.00 -0.01
H 0.02 0.00 0.03
H -0.04 0.03 0.00
H -0.01 -0.01 0.00
H 0.05 0.00 0.01
H 0.00 0.01 0.01
H 0.02 -0.04 -0.01
H 0.00 -0.01 0.02
H -0.02 0.00 -0.01
H 0.04 0.01 -0.04
H 0.03 0.03 -0.01
C -0.02 0.03 -0.05
C 0.07 -0.08 0.19
C 0.02 0.06 -0.41
C 0.13 -0.70 0.52
C 0.00 0.46 -0.15
C 0.02 0.01 0.06
N -0.18 2.10 -0.29
N 0.17 -1.10 0.49
C -0.22 0.53 -0.49
C 0.11 -0.09 0.32
C -0.04 0.17 -0.05
C -0.01 -0.10 0.00
C -0.09 0.24 -0.07
C 0.31 0.61 2.37
H 0.04 0.00 0.00
H 0.01 0.00 -0.01
H 0.04 -0.02 -0.01
H -0.05 -0.10 -0.02
H -0.01 0.01 0.01
H -0.03 -0.01 0.01
H 0.04 0.00 0.00
H 0.01 0.01 0.00
H -0.02 -0.05 -0.05

## Properties
ΔE to the lowest compared entry with this formula, charge and spin (eV): 2.8598
LUMO level (hartree): -0.3941
2S+1: 1
Charge: +3


# 4
This record from OMol25 describes the molecule CH2N2O2S2 in a non-equilibrium geometry. The level of theory is ωB97M-V with the def2-TZVPD basis set.

Last column: natural (NBO) charge in e.
Positions of all 9 atoms, in Å:
O -4.414 0.147 -1.047  -0.339
N -3.747 -0.031 -0.059  0.624
O -3.864 0.298 1.087  -0.348
N -2.689 -0.948 -0.212  -0.361
C -1.509 -0.581 -0.016  0.006
S -0.165 -1.748 0.043  0.145
S -1.162 1.187 0.023  0.021
H 0.666 -0.847 0.193  0.098
H 0.083 1.195 0.708  0.154

Forces on the atoms, in the same order (eV/Å):
O -0.21 0.63 0.66
N 0.99 -1.19 -0.36
O -1.40 1.11 0.30
N -0.01 -1.73 -0.49
C 1.11 1.37 -0.09
S -3.13 -2.14 -0.43
S 1.66 -0.25 0.88
H 2.57 2.43 0.36
H -1.58 -0.21 -0.85

## Properties
ΔE to the lowest compared entry with this formula, charge and spin (eV): 3.7081
LUMO level (hartree): -0.0012
2S+1: 1
Charge: 0
SMILES string: O=[N+]([O-])N=C(S)S